This record from OMol25 describes C6H9NO as an isolated structure at a distorted geometry. The level of theory is ωB97M-V/def2-TZVPD.

Properties
total charge = 0
relative energy (zero: lowest compared OMol25 entry of this formula, charge and spin) = 536.8 kJ/mol
HOMO level = -9.1 eV
strongest force on any atom = 5.360 eV Å⁻¹
Kohn-Sham gap = 9.94 eV

XYZ file:
```
17
C6H9NO (ωB97M-V/def2-TZVPD)
C 1.92634 -0.33263 -0.02723
C 1.59804 1.10387 0.20157
C 0.27485 0.58958 -0.25573
C -1.37707 0.83395 -0.21393
C -1.76033 -0.71069 0.02965
C 0.58530 -0.66352 0.42639
H 1.89488 1.98356 -0.53114
H 1.80069 1.32246 1.31102
H 0.72615 0.08323 -1.27969
H -1.66920 1.31716 0.81110
H -1.64951 1.39504 -1.21161
H -2.29389 -0.92239 0.86424
H -2.49831 -1.20878 -0.61601
H -0.51340 -1.90661 -0.89328
H 0.47241 -0.32673 1.58959
N -0.42299 -1.56034 0.05703
O 2.90605 -0.99716 -0.26198
```

---

This record from OMol25 describes the molecule C6H9NO at a distorted geometry. The level of theory is ωB97M-V/def2-TZVPD.

Properties
SMILES = C1=C2CCN[C@H]2CO1
total charge = 0
relative energy (zero: lowest compared OMol25 entry of this formula, charge and spin) = 505.3 kJ/mol
HOMO level = -8.6 eV
strongest force on any atom = 4.232 eV Å⁻¹
Kohn-Sham gap = 9.53 eV

XYZ file:
```
17
C6H9NO (ωB97M-V/def2-TZVPD)
C -1.34102 1.20063 -0.05285
C -0.28979 0.78065 -0.79155
C 1.26735 1.12854 -0.29117
C 1.52287 -0.07819 0.76925
N 0.98699 -1.26541 -0.08416
C -0.41276 -0.69521 -0.81264
C -1.70717 -1.02612 0.14585
O -2.34120 0.25635 0.29257
H -1.78001 2.03523 0.55292
H 0.98126 1.99340 0.38169
H 1.98337 1.28654 -1.20993
H 0.85892 -0.11945 1.90429
H 2.68096 -0.14046 1.04952
H 1.75329 -1.29420 -0.90903
H -0.35152 -1.22673 -1.72204
H -1.33062 -1.15817 1.15204
H -2.48092 -1.67739 -0.37475
```

---

This record from OMol25 describes a 2-piece molecular cluster, C6H9NO overall at a distorted geometry. The level of theory is ωB97M-V/def2-TZVPD.

Properties
total charge = 0
relative energy (zero: lowest compared OMol25 entry of this formula, charge and spin) = 683.2 kJ/mol
HOMO level (alpha / beta) = -8.9 / -8.9 eV
strongest force on any atom = 6.263 eV Å⁻¹
Kohn-Sham gap (alpha / beta) = 8.56 / 8.56 eV

XYZ file:
```
17
C6H9NO (ωB97M-V/def2-TZVPD)
C -0.26847 -2.27387 -2.60037
C -0.57113 -1.38318 -1.84385
C 0.60985 2.17557 -0.89923
C 0.26739 -0.18987 2.38686
C 0.32980 -0.61195 0.92976
C -1.02499 0.49132 -0.80608
N -0.10641 1.24096 -1.38088
O -0.92366 -0.03424 0.49202
H -0.23273 -2.94340 -3.41902
H 1.46763 2.62723 -1.29022
H 0.35785 2.59042 0.03626
H -0.69574 -0.23394 2.85675
H 0.96093 -0.77489 2.97992
H 0.72557 0.73715 2.52412
H 0.26200 -1.75279 0.83155
H 0.98509 -0.10825 0.26871
H -2.14299 0.44373 -1.06630
```

---

This record from OMol25 describes the molecule C6H9NO at a distorted geometry. The level of theory is ωB97M-V/def2-TZVPD.

Properties
SMILES = C1[C@H]2C[C@H]3N[C@@H]1[C@H]3O2
total charge = 0
relative energy (zero: lowest compared OMol25 entry of this formula, charge and spin) = 375.6 kJ/mol
HOMO level = -8.7 eV
strongest force on any atom = 8.665 eV Å⁻¹
Kohn-Sham gap = 9.66 eV

XYZ file:
```
17
C6H9NO (ωB97M-V/def2-TZVPD)
C 1.50222 -0.20614 -0.26266
C 0.83610 0.18170 1.08455
C -0.01990 1.30761 0.70305
C -1.17560 0.59082 -0.28241
N -0.68090 0.30569 -1.54343
C 0.25404 -0.75295 -1.00459
C -0.75404 -0.86850 0.13294
O -0.16374 -0.78279 1.23196
H 1.68589 0.61580 -0.89497
H 2.34923 -1.07130 -0.23548
H 1.44320 0.16949 1.88787
H 0.42417 2.35152 0.39479
H -0.66620 1.48529 1.59416
H -2.14026 1.07424 -0.44784
H -0.22497 1.20289 -1.96732
H 0.75808 -1.51518 -1.62802
H -1.40991 -1.70545 0.01987
```

---

This record from OMol25 describes a 2-piece molecular cluster, C6H9NO overall at a distorted geometry. The level of theory is ωB97M-V/def2-TZVPD.

Properties
total charge = 0
relative energy (zero: lowest compared OMol25 entry of this formula, charge and spin) = 497.7 kJ/mol
HOMO level = -8.0 eV
strongest force on any atom = 4.802 eV Å⁻¹
Kohn-Sham gap = 8.98 eV

XYZ file:
```
17
C6H9NO (ωB97M-V/def2-TZVPD)
C -0.97204 0.53629 -0.44276
C -1.24901 -0.71179 -0.87831
C 0.04037 0.42547 0.64244
C 1.41801 -0.08682 0.40674
C -2.11055 -0.96669 -2.11989
C 2.43305 0.31265 1.40338
N 0.29100 -0.97732 0.77639
O -0.43647 -1.63425 -0.28036
H -1.46045 1.43477 -0.72791
H -0.31056 1.11070 1.90614
H 1.63174 0.06182 -0.61111
H -1.81912 -1.87861 -2.68867
H -1.75999 -0.14955 -2.74504
H -3.23249 -0.97781 -1.96626
H 1.85704 0.60755 2.31639
H 3.03721 1.21750 1.05885
H 3.17798 -0.47909 1.69593
```

---

This record from OMol25 describes the molecule C6H9NO at a distorted geometry. The level of theory is ωB97M-V/def2-TZVPD.

Properties
SMILES = C1N[C@@H]2C[C@H]2[C@@H]2O[C@@H]12
total charge = 0
relative energy (zero: lowest compared OMol25 entry of this formula, charge and spin) = 803.0 kJ/mol
HOMO level = -8.0 eV
strongest force on any atom = 8.219 eV Å⁻¹
Kohn-Sham gap = 9.05 eV

XYZ file:
```
17
C6H9NO (ωB97M-V/def2-TZVPD)
C 0.28153 -0.59024 -1.62792
N -0.85772 0.44048 -1.21457
C -1.00401 0.21015 0.17455
C -1.15133 0.66844 1.55073
C 0.14384 0.34619 1.23679
C 1.03828 -0.69061 0.59477
O 2.50708 -0.59776 0.21954
C 1.44901 -0.15101 -0.75755
H 0.50246 -0.55764 -2.64905
H -0.00895 -1.66164 -1.24905
H -0.97610 1.28208 -1.68099
H -1.53203 -0.83353 0.30770
H -1.66808 -0.07271 2.18872
H -1.39081 1.71071 2.07442
H 0.63396 1.25384 1.06202
H 0.60340 -1.75684 0.46750
H 1.42947 1.00009 -0.69760
```